The following is a DFT calculation (the ωB97M-V functional and the def2-TZVPD basis) of a structure of composition C22H33As2NO3Pt.

Structure (ORCA input):
```
! RIJCOSX wB97M-V def2-TZVPD def2/J DEFGRID3
* xyz 2 3
C -1.02937 -2.46662 -6.46862
C -1.68902 -1.40379 -7.02568
H -1.49926 -3.31945 -5.94933
H 0.08718 -2.67271 -6.52157
C -2.08862 -0.05155 -6.65303
C -2.04522 0.69610 -5.43140
H -2.14988 0.16779 -4.46359
H -1.76578 1.75574 -5.29221
C -2.05668 -1.82655 -8.46817
H -1.83130 -2.84164 -8.79559
H -1.52149 -1.18107 -9.14733
H -3.11688 -1.68161 -8.56573
C -2.67420 0.76787 -7.84700
H -3.57034 0.22662 -8.20376
H -1.87835 0.57350 -8.58090
H -2.89054 1.81400 -7.84542
Pt 1.12906 0.40489 0.37208
O 0.04703 0.39316 -1.52354
C 1.14563 0.18899 -2.01417
O 1.71096 2.34132 -0.34893
C 2.04227 2.38367 -1.59986
O 2.59238 3.42677 -2.14828
N 1.96641 1.33557 -2.45701
C 3.11840 3.01981 -3.46667
C 2.48700 1.71401 -3.76798
H 4.21596 2.96563 -3.34900
H 2.88089 3.84196 -4.15723
H 3.19002 0.94074 -4.11714
H 1.62949 1.85296 -4.45321
C 1.44912 -1.19428 -2.37429
C 0.65500 -2.21982 -1.76668
H 1.79710 -1.44577 -3.35597
H -0.46279 -1.92276 -1.95198
H 0.67833 -3.20700 -2.18765
C 3.23471 -0.30974 2.96358
As 1.54714 -0.86537 2.18101
C 1.52756 -2.80430 2.08371
C 0.15883 -0.46998 3.54518
C 0.09623 -1.14400 4.75869
C -0.85110 -0.76945 5.71950
C -1.74212 0.29032 5.45452
C -1.70554 0.93897 4.21568
C -0.78159 0.54380 3.25838
As -0.70747 1.40253 1.48804
C -2.46828 1.47280 0.63841
C -0.09121 3.20531 1.84767
H 4.00686 -0.47503 2.20779
H 3.42914 -0.90772 3.85827
H 3.16107 0.75088 3.21228
H 1.59758 -3.21004 3.09513
H 0.59295 -3.11724 1.61181
H 2.38142 -3.11492 1.47957
H 0.78457 -1.97378 4.96482
H -0.89862 -1.28755 6.67312
H -2.45777 0.60023 6.20906
H -2.40108 1.76189 3.99531
H -3.07830 2.20538 1.18039
H -2.31059 1.77650 -0.40294
H -2.91401 0.47379 0.69423
H -0.89065 3.75453 2.34653
H 0.79761 3.12259 2.47949
H 0.17285 3.63576 0.87682
*
```

Results
HOMO level (spin up / spin down): -0.410 / -0.465 hartree
E_tot: -5728.5547 a.u.
Gap between HOMO and LUMO (spin up / spin down): 2.86 / 4.35 eV
Molar mass: 704.4 g mol⁻¹

Results of the Mulliken charge analysis, in e, for atoms 1 through 2: atom 1 (C): -1.15, atom 2 (C): 0.82

The following is a DFT calculation (the ωB97M-V functional and the def2-TZVPD basis) of an isolated molecule of C22H33N3O5.

Structure (ORCA input):
```
! RIJCOSX wB97M-V def2-TZVPD def2/J DEFGRID3
* xyz 0 1
C -6.83255 -0.75020 -0.58954
H -6.61911 -1.70594 -1.07902
O -5.80755 -0.38078 0.29893
C -4.55523 -0.13178 -0.20144
C -4.22959 -0.29524 -1.54283
C -2.94934 -0.06684 -2.01515
C -1.95421 0.33943 -1.14030
C -2.27435 0.53882 0.19271
C -3.55379 0.30551 0.68820
O -3.67283 0.51927 2.02641
C -4.93462 0.58046 2.65466
H -4.72463 0.89046 3.67829
H -5.43231 -0.39099 2.66264
H -5.58558 1.31685 2.17897
H -1.52984 0.88919 0.89097
C -0.57910 0.67311 -1.62315
O -0.22174 1.84202 -1.71769
N 0.22681 -0.35552 -1.95750
C -0.12995 -1.73559 -1.70653
H 0.48855 -2.36575 -2.34641
H -1.17751 -1.89453 -1.97556
C 0.04951 -2.14552 -0.23809
N 1.43389 -2.09573 0.18392
C 1.56989 -1.92901 1.62040
C 3.05210 -1.79221 1.96945
O 3.77194 -2.93206 1.57229
C 3.65119 -3.10681 0.17700
C 2.18808 -3.26657 -0.23435
H 2.13852 -3.36242 -1.31938
H 1.77305 -4.18480 0.22307
H 4.21892 -4.00513 -0.07071
H 4.07066 -2.23998 -0.34917
H 3.18621 -1.69744 3.04889
H 3.45560 -0.90392 1.46428
H 1.03508 -1.02662 1.92608
H 1.14860 -2.79124 2.16909
H -0.52596 -1.45319 0.38095
H -0.38516 -3.15376 -0.10724
C 1.52926 -0.06301 -2.52974
H 1.41697 0.81331 -3.17837
H 1.85746 -0.91373 -3.12778
C 2.63804 0.26089 -1.51150
O 3.67575 -0.36993 -1.46508
N 2.34755 1.32249 -0.75377
H 1.48798 1.82740 -0.94579
C 3.23419 1.89001 0.23404
H 4.09972 1.22705 0.30763
C 3.62003 3.32442 -0.14171
C 2.41204 4.17252 0.27847
H 2.72986 5.14088 0.66275
C 1.66683 3.35238 1.35007
H 0.66966 3.09286 0.99434
H 1.55084 3.90923 2.27892
C 2.50044 2.08339 1.56299
H 3.23294 2.23356 2.35659
H 1.88852 1.22024 1.81931
H 1.75981 4.35408 -0.57506
H 3.84550 3.41679 -1.20278
H 4.50671 3.61239 0.42350
H -2.73689 -0.19431 -3.06596
H -4.98547 -0.61232 -2.24285
H -7.72426 -0.85535 0.02692
H -7.00713 0.01919 -1.34825
*
```

Results
HOMO level: -0.311 hartree
ΔE to the lowest compared entry with this formula, charge and spin: 2.823 eV
E_tot: -1398.5760 a.u.
SMILES: COc1ccc(C(=O)N(CCN2CCOCC2)CC(=O)NC2CCCC2)cc1OC
Gap between HOMO and LUMO: 9.04 eV
Molar mass: 419.5 g mol⁻¹

Results of the Mulliken charge analysis, in e, for atoms 1 through 2: atom 1 (C): -0.96, atom 2 (H): 0.35

The following is a DFT calculation (the ωB97M-V functional and the def2-TZVPD basis) of a structure of composition C22H33N4O6PPb.

Structure (ORCA input):
```
! RIJCOSX wB97M-V def2-TZVPD def2/J DEFGRID3
* xyz 0 1
O 0.10845 -4.36621 -3.49997
H 0.20015 -5.16394 -4.04622
Pb 0.03060 -1.72908 -0.20499
N -2.00699 -1.53545 1.30465
N -2.46907 -2.13890 -1.09596
N 1.98870 -1.03642 1.13123
N 2.20731 -1.77201 -1.37350
O -1.66221 -1.38404 2.53190
O 1.85794 -0.37696 2.37563
O 2.15389 -1.71592 -2.79517
O -2.41216 -1.99484 -2.34040
C -3.55501 -1.60858 -0.42443
C -3.31102 -1.34459 0.93900
C 3.13374 -0.72294 0.51590
C 3.25546 -1.10384 -0.87909
C -4.34868 -0.93675 1.91402
H -4.17480 0.07755 2.29154
H -4.34491 -1.62828 2.76400
H -5.35208 -0.95793 1.47339
C -4.83646 -1.44560 -1.13192
H -5.07161 -2.31497 -1.75740
H -4.83830 -0.56261 -1.78454
H -5.64580 -1.30870 -0.41446
C 4.17030 0.06332 1.22601
C 4.40870 -0.69881 -1.72177
H 4.10292 -0.05197 2.31654
H 4.08809 1.13786 0.99225
H 5.16878 -0.27663 0.91674
H 4.09336 -0.56238 -2.76480
H 5.21386 -1.45153 -1.67776
H 4.86370 0.22552 -1.34880
H 1.00680 -0.67130 2.75625
H 1.51474 -2.39070 -3.05202
C -0.03845 -4.79231 -2.13676
H -0.97258 -4.35346 -1.75898
H 0.84670 -4.43368 -1.57769
H -0.10424 -5.89056 -2.00336
O 0.23886 -3.63117 1.57076
H 1.11628 -3.51489 1.97141
H -0.40236 -3.38836 2.27870
C -1.40981 2.63063 -1.76461
P -0.53023 1.58527 -0.55296
C 1.15055 2.33559 -0.64335
C 1.73498 3.21457 0.28941
C 3.02022 3.73007 0.06020
C 3.70580 3.42747 -1.11879
C 3.14014 2.53589 -2.03461
C 1.88736 1.98219 -1.79484
C -1.32364 2.08844 1.01408
C -2.71447 2.32542 1.06040
C -3.33399 2.61832 2.27704
C -2.58441 2.68598 3.45796
C -1.21904 2.38455 3.42883
C -0.59545 2.06423 2.22009
H -0.91263 2.50888 -2.73887
H -1.33262 3.67630 -1.42929
H -2.46039 2.31569 -1.84726
H 1.19808 3.52211 1.19153
H 3.47422 4.39076 0.80718
H 4.68200 3.88004 -1.31057
H 3.68525 2.29062 -2.94474
H 1.47152 1.28741 -2.52843
H -3.31192 2.31213 0.14544
H -4.41116 2.79591 2.30882
H -3.07057 2.94599 4.40127
H -0.63386 2.38567 4.35031
H 0.47146 1.83190 2.21583
*
```

Results
HOMO level (spin up / spin down): -0.188 / -0.161 hartree
ΔE to the lowest compared entry with this formula, charge and spin: 0.000 eV
E_tot: -2062.4527 a.u.
Gap between HOMO and LUMO (spin up / spin down): 4.05 / 2.69 eV
Molar mass: 687.7 g mol⁻¹

Results of the Mulliken charge analysis, in e, for atoms 1 through 2: atom 1 (O): -0.50, atom 2 (H): 0.28

Look up the E_tot of the second one.
-1398.5760 a.u.